(1)
DFT (the ωB97M-V functional and the def2-TZVPD basis) results for a single C3H4N2O2S molecule.

As for the spin multiplicity: 1. As for the SMILES: O/N=C1/CONC1=S. The value obtained for the frontier orbital gap is 0.3165 Eh. For the total energy, the calculation gives -774.76838 Ha. The HOMO energy is -9.114 eV. Its net charge is 0.

Cartesian coordinates (Å):
O  -0.969  -0.060  -2.491
N  -1.144  -0.633  -1.295
C  -0.402  -0.292  -0.312
C  -0.534  -0.958  1.049
O  0.199  -0.070  1.932
N  1.018  0.665  1.091
C  0.681  0.704  -0.196
S  1.360  1.667  -1.351
H  -0.216  0.606  -2.451
H  -0.062  -1.980  1.070
H  -1.545  -0.991  1.399
H  1.613  1.341  1.556

Mulliken population analysis, charges in e, atoms 1 to 5:
1 O -0.24
2 N -0.43
3 C 0.64
4 C -0.21
5 O -0.31


(2)
DFT (the ωB97M-V functional and the def2-TZVPD basis) results for 2 unconnected molecules or ions with the total composition C5H12N4O2S.

As for the spin multiplicity: 1. The value obtained for the frontier orbital gap is 0.1687 Eh. For the total energy, the calculation gives -965.12952 Ha. The HOMO energy is -6.130 eV. Its net charge is 0.

Cartesian coordinates (Å):
N  2.329  -0.975  2.613
C  2.466  -0.126  1.833
O  2.340  0.686  0.832
N  2.738  0.064  -0.402
C  1.504  -0.324  -0.980
N  1.531  -0.562  -2.260
N  0.368  -0.418  -0.274
C  -0.477  0.850  -0.242
C  -1.966  0.570  0.001
C  -2.375  -0.881  -0.126
S  -4.059  -1.121  0.538
H  3.307  -0.753  -0.164
H  0.691  -0.748  -2.780
H  2.409  -0.589  -2.749
H  0.552  -0.754  0.665
H  -0.118  1.522  0.555
H  -0.319  1.368  -1.176
H  -2.516  1.144  -0.733
H  -2.257  0.974  0.958
H  -2.399  -1.167  -1.166
H  -1.734  -1.545  0.425
H  -3.857  -2.247  1.225
O  0.583  2.849  1.767
H  1.259  2.184  1.641

Mulliken population analysis, charges in e, atoms 1 to 5:
1 N -0.41
2 C 0.56
3 O -0.26
4 N -0.30
5 C 0.23


(3)
DFT (the ωB97M-V functional and the def2-TZVPD basis) results for a single C3H3Br2N3 molecule.

As for the spin multiplicity: 1. As for the SMILES: Cn1nc(Br)nc1Br. The value obtained for the frontier orbital gap is 0.3546 Eh. For the total energy, the calculation gives -5428.31163 Ha. The HOMO energy is -9.289 eV. Its net charge is 0.

Cartesian coordinates (Å):
C  -0.380  0.125  -1.575
N  0.007  -0.073  -0.242
N  -0.777  -0.810  0.552
C  -0.252  -0.677  1.764
Br  -0.916  -1.574  3.182
N  0.775  0.120  2.010
C  0.933  0.610  0.323
Br  2.214  1.651  -0.431
H  -1.453  -0.065  -1.502
H  -0.291  1.125  -1.717
H  0.140  -0.432  -2.363

Mulliken population analysis, charges in e, atoms 1 to 5:
1 C -0.93
2 N 0.74
3 N -0.86
4 C 0.41
5 Br -0.11


(4)
DFT (the ωB97M-V functional and the def2-TZVPD basis) results for 3 unconnected molecules or ions with the total composition C3H11NO4.

As for the spin multiplicity: 1. As for the SMILES: CC(=O)NCO.O.O. The value obtained for the frontier orbital gap is 0.3933 Eh. For the total energy, the calculation gives -476.60905 Ha. The HOMO energy is -10.197 eV. Its net charge is 0.

Cartesian coordinates (Å):
C  -0.865  0.819  -0.381
C  -0.394  -0.414  0.316
O  0.809  -0.598  0.450
N  -1.238  -1.462  0.628
C  -2.658  -1.407  0.360
O  -3.006  -2.172  -0.768
H  -0.558  1.027  -1.397
H  -0.598  1.782  0.120
H  -1.939  0.875  -0.507
H  -0.829  -2.376  0.730
H  -3.090  -0.415  0.403
H  -3.201  -1.964  1.155
H  -2.520  -1.841  -1.531
O  2.135  -1.562  3.102
H  2.459  -1.297  2.217
H  1.442  -0.904  3.222
O  4.412  4.171  -2.825
H  5.287  4.508  -2.653
H  4.352  3.231  -2.642

Mulliken population analysis, charges in e, atoms 1 to 5:
1 C -0.97
2 C 0.62
3 O -0.59
4 N -0.13
5 C -0.42


(5)
DFT (the ωB97M-V functional and the def2-TZVPD basis) results for a single C23H32N2O5 molecule.

As for the spin multiplicity: 1. As for the SMILES: CCOC(=O)[C@@H](CCc1ccccc1)N[C@H](C)C(=O)N1[C@H](C(=O)O)C[C@@H]2CCC[C@@H]21. The value obtained for the frontier orbital gap is 0.3337 Eh. For the total energy, the calculation gives -1381.41807 Ha. The HOMO energy is -8.463 eV. Its net charge is 0.

Cartesian coordinates (Å):
C  4.901  0.059  -0.113
C  3.938  1.162  0.297
O  2.864  1.287  -0.647
C  1.845  0.453  -0.535
O  1.726  -0.394  0.319
C  0.830  0.627  -1.666
C  1.461  0.008  -2.925
C  0.654  0.277  -4.197
C  -0.721  -0.332  -4.188
C  -0.898  -1.697  -4.004
C  -2.163  -2.253  -4.003
C  -3.276  -1.453  -4.202
C  -3.111  -0.096  -4.412
C  -1.842  0.457  -4.406
N  -0.417  -0.037  -1.361
C  -1.340  0.642  -0.463
C  -1.972  1.853  -1.153
C  -0.679  1.114  0.831
O  0.048  2.116  0.822
N  -0.908  0.448  1.969
C  -0.470  1.006  3.249
C  1.055  0.860  3.476
O  1.521  0.181  4.349
O  1.789  1.596  2.667
C  -1.301  0.279  4.301
C  -1.694  -1.047  3.651
C  -0.725  -2.203  3.916
C  -0.835  -3.051  2.654
C  -0.865  -2.009  1.536
C  -1.624  -0.807  2.129
H  5.289  0.243  -1.112
H  4.393  -0.902  -0.101
H  5.730  0.025  0.589
H  3.521  0.960  1.287
H  4.426  2.138  0.292
H  0.658  1.692  -1.828
H  2.461  0.429  -3.048
H  1.560  -1.068  -2.767
H  0.572  1.355  -4.345
H  1.215  -0.135  -5.042
H  -0.038  -2.336  -3.862
H  -2.284  -3.317  -3.853
H  -4.265  -1.888  -4.202
H  -3.972  0.534  -4.581
H  -1.721  1.518  -4.580
H  -0.201  -0.961  -0.997
H  -2.128  -0.083  -0.248
H  -2.828  2.200  -0.579
H  -2.297  1.561  -2.146
H  -1.257  2.668  -1.226
H  -0.671  2.087  3.237
H  1.225  2.002  1.942
H  -0.713  0.119  5.203
H  -2.185  0.865  4.552
H  -2.704  -1.341  3.945
H  -0.984  -2.753  4.819
H  0.288  -1.818  4.021
H  -0.006  -3.747  2.543
H  -1.767  -3.621  2.665
H  -1.339  -2.389  0.631
H  0.152  -1.699  1.297
H  -2.627  -0.709  1.699

Mulliken population analysis, charges in e, atoms 1 to 5:
1 C -1.24
2 C 0.07
3 O -0.36
4 C -0.16
5 O -0.56


(6)
DFT (the ωB97M-V functional and the def2-TZVPD basis) results for a single C5H6O2 molecule.

As for the spin multiplicity: 1. As for the SMILES: O=CC1(C=O)CC1. The value obtained for the frontier orbital gap is 0.3867 Eh. For the total energy, the calculation gives -344.54667 Ha. The HOMO energy is -10.009 eV. Its net charge is 0.

Cartesian coordinates (Å):
O  -1.716  -1.190  -1.365
C  -1.160  -1.084  -0.300
C  0.054  -0.270  -0.038
C  0.941  -0.794  1.037
O  2.102  -0.489  1.174
C  -0.310  1.222  0.094
C  0.628  0.772  -0.957
H  -1.551  -1.553  0.638
H  0.431  -1.483  1.752
H  -0.073  1.714  1.032
H  -1.309  1.425  -0.268
H  1.696  0.905  -0.822
H  0.266  0.824  -1.978

Mulliken population analysis, charges in e, atoms 1 to 5:
1 O -0.47
2 C -0.28
3 C 0.94
4 C -0.06
5 O -0.48